(1)
DFT (ωB97M-V/def2-TZVPD) results for C31H72F3N8O9STl as an isolated structure.

```
! RIJCOSX wB97M-V def2-TZVPD def2/J DEFGRID3
* xyz 2 1
Tl -1.819 -1.426 5.255
C -0.834 1.161 0.875
F -2.101 1.539 1.046
F -0.437 1.489 -0.363
F -0.071 1.850 1.744
S -0.706 -0.637 1.188
O -1.444 -1.234 0.096
O 0.712 -0.967 1.164
O -1.317 -0.756 2.486
C -0.955 4.527 -1.774
C -1.279 4.713 -0.294
N -0.773 5.936 0.270
C -1.254 7.156 -0.321
C -2.771 7.336 -0.271
C 0.663 5.963 0.476
C 1.243 4.787 1.244
H 0.132 4.509 -1.883
H -1.365 5.309 -2.407
H -1.326 3.564 -2.118
H -2.360 4.623 -0.153
H -0.861 3.887 0.275
H -0.727 8.026 0.075
H -0.961 7.233 -1.391
H -3.112 7.204 0.759
H -3.041 8.348 -0.562
H -3.332 6.641 -0.893
H 0.914 6.884 1.008
H 1.153 6.075 -0.510
H 0.622 4.570 2.116
H 2.246 4.994 1.614
H 1.343 3.874 0.654
C 2.143 1.838 -1.971
C 3.232 1.055 -1.216
N 3.874 0.058 -2.053
C 4.787 0.566 -3.040
C 5.361 -0.526 -3.947
C 4.413 -1.066 -1.245
C 5.750 -0.740 -0.569
H 2.573 2.246 -2.888
H 1.857 2.654 -1.310
H 1.296 1.234 -2.290
H 3.967 1.825 -0.926
H 2.830 0.597 -0.315
H 4.209 1.200 -3.726
H 5.565 1.217 -2.619
H 6.161 -1.060 -3.426
H 4.610 -1.250 -4.251
H 5.851 -0.049 -4.792
H 4.444 -1.943 -1.893
H 3.693 -1.260 -0.450
H 6.559 -0.525 -1.266
H 6.077 -1.592 0.028
H 5.624 0.117 0.095
C 1.793 2.039 5.314
C 1.384 0.842 4.513
O 0.283 0.320 4.647
N 2.221 0.375 3.558
C 3.570 0.818 3.275
H 2.791 2.425 5.135
H 1.674 1.807 6.375
H 1.058 2.831 5.159
H 1.823 -0.279 2.894
H 3.594 1.817 2.808
H 3.976 0.178 2.489
H 4.285 0.854 4.095
C 2.864 -3.625 4.387
C 1.678 -3.215 3.549
O 0.720 -2.633 4.054
N 1.680 -3.488 2.222
C 2.620 -4.277 1.435
H 2.505 -4.142 5.274
H 3.428 -2.740 4.673
H 3.533 -4.312 3.874
H 0.938 -3.081 1.669
H 3.125 -5.041 2.008
H 3.302 -3.629 0.875
H 2.022 -4.733 0.641
C -6.890 -1.108 4.403
C -5.589 -1.150 3.634
O -4.503 -1.340 4.191
N -5.672 -0.947 2.294
C -4.520 -0.998 1.428
H -6.706 -1.233 5.460
H -7.524 -1.921 4.032
H -7.446 -0.204 4.155
H -6.581 -1.021 1.870
H -4.166 0.011 1.203
H -4.786 -1.464 0.477
H -3.709 -1.567 1.874
C 1.382 -0.369 -5.717
C 0.710 -1.193 -4.646
O -0.422 -1.633 -4.831
N 1.360 -1.329 -3.471
C 0.786 -1.903 -2.260
H 2.007 -0.942 -6.396
H 2.027 0.388 -5.253
H 0.602 0.179 -6.236
H 2.192 -0.758 -3.391
H 1.098 -1.319 -1.396
H 1.360 -2.840 -2.153
H -0.245 -2.206 -2.209
C -2.457 -5.760 2.740
C -2.319 -4.295 2.485
O -2.567 -3.479 3.365
N -1.954 -3.854 1.245
C -2.379 -4.423 -0.014
H -3.058 -6.302 2.005
H -2.905 -5.921 3.713
H -1.482 -6.254 2.677
H -1.830 -2.847 1.172
H -2.997 -5.300 0.155
H -1.522 -4.658 -0.651
H -2.957 -3.689 -0.579
C -2.958 -1.489 -2.885
C -3.941 -1.320 -4.019
O -5.101 -0.998 -3.812
N -3.472 -1.561 -5.260
C -4.377 -1.438 -6.391
H -2.444 -2.447 -2.975
H -3.442 -1.446 -1.915
H -2.196 -0.713 -2.961
H -2.482 -1.665 -5.460
H -5.002 -2.327 -6.459
H -3.787 -1.230 -7.277
H -5.058 -0.601 -6.219
*
```

Its molar mass is 994.408 g mol⁻¹. As for the energy above the lowest of the compared OMol25 structures with the same formula, charge and spin: 0.0 kJ/mol. The calculation puts the HOMO-LUMO gap at 1.6 eV. The value obtained for the HOMO energy is -12.8536 eV. As for the largest force on an atom: 2.7 eV/A.

---

(2)
DFT (ωB97M-V/def2-TZVPD) results for a 12-piece molecular cluster, C31H72O12S5 overall.

```
! RIJCOSX wB97M-V def2-TZVPD def2/J DEFGRID3
* xyz 0 1
C -3.464 -5.874 3.657
S -2.540 -5.514 2.064
O -3.253 -6.107 0.919
C -2.966 -3.703 1.993
H -2.948 -5.271 4.418
H -3.235 -6.926 3.811
H -4.457 -5.521 3.537
H -4.043 -3.631 1.896
H -2.497 -3.279 1.097
H -2.628 -3.136 2.857
C -3.148 -2.144 -1.998
S -4.861 -1.830 -2.653
O -5.849 -2.121 -1.618
C -4.648 0.024 -2.719
H -2.992 -3.223 -1.886
H -2.961 -1.726 -1.030
H -2.346 -1.765 -2.660
H -4.089 0.340 -3.601
H -4.140 0.438 -1.838
H -5.669 0.380 -2.690
C -2.521 -0.698 -6.353
S -1.660 0.566 -5.364
O -0.986 -0.139 -4.253
C -0.326 0.911 -6.589
H -1.872 -1.563 -6.465
H -2.851 -0.275 -7.309
H -3.379 -1.006 -5.758
H 0.078 -0.023 -7.017
H 0.502 1.365 -6.057
H -0.583 1.559 -7.447
C 2.534 -3.379 5.765
S 2.358 -1.559 5.344
O 2.784 -1.374 3.953
C 0.531 -1.659 5.200
H 2.158 -3.718 6.722
H 3.575 -3.647 5.813
H 2.072 -3.985 5.001
H 0.268 -2.242 4.312
H 0.149 -0.657 5.096
H 0.019 -2.059 6.054
C -0.811 0.659 -1.123
S -0.921 0.405 0.679
O -1.409 -1.001 0.880
C 0.884 0.215 1.000
H -1.750 0.658 -1.672
H -0.203 -0.114 -1.595
H -0.273 1.587 -1.296
H 1.035 0.046 2.075
H 1.483 1.005 0.548
H 1.115 -0.689 0.443
C -2.960 4.910 0.451
C -2.085 4.257 -0.593
O -1.049 3.740 -0.311
C -2.679 4.230 -1.997
H -4.020 4.823 0.240
H -2.687 5.963 0.435
H -2.696 4.390 1.373
H -2.003 3.900 -2.776
H -3.017 5.220 -2.299
H -3.573 3.595 -1.910
C -4.716 -0.562 1.366
C -4.664 0.946 1.472
O -4.946 1.634 0.530
C -4.094 1.470 2.792
H -5.325 -0.888 0.526
H -5.169 -1.032 2.236
H -3.669 -0.889 1.274
H -3.888 2.550 2.754
H -3.150 0.926 2.942
H -4.726 1.178 3.640
C 2.472 0.622 -4.045
C 2.121 1.669 -2.996
O 2.569 1.582 -1.901
C 1.115 2.711 -3.449
H 3.256 0.004 -3.627
H 2.815 1.062 -4.969
H 1.575 0.050 -4.284
H 0.165 2.198 -3.572
H 1.336 3.195 -4.419
H 1.053 3.499 -2.692
C 3.689 1.960 3.126
C 3.155 2.123 4.534
O 2.001 1.926 4.832
C 4.143 2.483 5.559
H 3.038 2.454 2.394
H 3.735 0.904 2.857
H 4.665 2.440 3.066
H 4.862 1.660 5.601
H 3.637 2.430 6.522
H 4.643 3.451 5.372
C 2.057 4.628 -0.200
C 3.342 5.180 -0.749
O 3.372 6.041 -1.553
C 4.646 4.602 -0.180
H 2.034 3.567 -0.335
H 1.287 5.040 -0.844
H 1.988 4.769 0.875
H 4.828 4.950 0.844
H 5.417 4.954 -0.836
H 4.511 3.533 -0.030
C 5.697 -1.023 -2.179
C 4.995 -1.966 -1.201
O 5.601 -2.574 -0.415
C 3.483 -2.037 -1.312
H 5.170 -0.063 -2.213
H 5.648 -1.423 -3.211
H 6.742 -0.976 -1.837
H 3.100 -2.527 -0.419
H 3.206 -2.488 -2.266
H 3.086 -1.002 -1.389
C 0.183 -3.734 -0.713
C 0.939 -4.332 0.430
O 1.550 -5.341 0.297
C 0.772 -3.670 1.785
H -0.809 -4.190 -0.567
H 0.640 -4.053 -1.651
H -0.028 -2.648 -0.644
H -0.026 -2.942 1.704
H 1.734 -3.237 2.066
H 0.642 -4.424 2.548
*
```

Its molar mass is 797.240 g mol⁻¹. The calculation puts the HOMO-LUMO gap at 8.8 eV. The value obtained for the HOMO energy is -8.6893 eV. As for the largest force on an atom: 4.2 eV/A.

---

(3)
DFT (ωB97M-V/def2-TZVPD) results for a 8-piece molecular cluster, C31H73BBrFNO11 overall.

```
! RIJCOSX wB97M-V def2-TZVPD def2/J DEFGRID3
* xyz 1 1
C 7.512 -5.107 0.651
C 5.850 -4.967 0.524
O 5.183 -6.145 0.673
O 5.190 -3.676 0.224
C 4.485 -3.707 -1.067
C 2.914 -4.172 -0.902
N 2.373 -4.866 0.151
C 0.877 -5.230 0.058
C 0.982 -6.636 -0.843
C 0.440 -7.956 -0.011
C 1.347 -8.280 1.353
F 0.920 -7.462 2.513
C 0.292 -4.037 -0.942
B -0.060 -2.813 0.099
O 0.786 -1.637 0.396
O -1.349 -2.899 0.873
C 1.616 -3.943 -1.910
Br 1.532 -2.181 -2.936
H 7.757 -6.149 0.122
H 8.084 -4.205 0.172
H 7.760 -5.281 1.795
H 4.597 -2.726 -1.712
H 5.009 -4.566 -1.709
H 2.771 -5.221 1.048
H 0.311 -5.294 1.089
H 0.478 -6.495 -1.896
H 2.133 -6.849 -1.066
H 0.628 -8.896 -0.723
H -0.700 -7.806 0.252
H 1.136 -9.414 1.650
H 2.505 -8.195 1.161
H -0.692 -4.380 -1.501
H 1.005 -1.739 1.388
H -1.092 -3.513 1.646
H 1.614 -4.704 -2.806
C -3.156 0.491 -0.131
C -4.199 0.411 0.972
C -3.699 1.054 2.255
O -4.519 -0.955 1.222
H -2.241 -0.040 0.156
H -3.525 0.013 -1.045
H -2.900 1.530 -0.358
H -5.119 0.908 0.645
H -2.804 0.543 2.627
H -4.456 0.979 3.044
H -3.459 2.111 2.100
H -3.708 -1.405 1.513
C -2.056 4.392 4.292
C -2.461 5.273 3.121
C -2.796 6.684 3.579
O -3.595 4.705 2.472
H -2.873 4.306 5.018
H -1.830 3.376 3.950
H -1.176 4.794 4.803
H -1.647 5.307 2.388
H -3.639 6.679 4.279
H -3.097 7.303 2.727
H -1.938 7.154 4.068
H -4.323 4.671 3.115
C 2.261 -2.951 -7.955
C 2.728 -4.182 -7.194
C 1.633 -5.234 -7.117
O 3.112 -3.804 -5.875
H 1.405 -2.483 -7.456
H 3.055 -2.198 -7.991
H 1.973 -3.206 -8.979
H 3.611 -4.605 -7.684
H 0.754 -4.847 -6.589
H 1.978 -6.109 -6.556
H 1.325 -5.557 -8.117
H 2.334 -3.427 -5.431
C 1.346 8.247 6.535
C 1.165 6.888 5.879
C 2.465 6.390 5.269
O 0.171 6.983 4.862
H 1.661 8.998 5.801
H 0.399 8.599 6.959
H 2.093 8.204 7.334
H 0.806 6.166 6.621
H 2.820 7.074 4.490
H 2.317 5.416 4.789
H 3.246 6.291 6.029
H 0.481 7.622 4.198
C -2.221 0.185 -4.701
C -3.667 0.249 -5.167
C -4.504 1.133 -4.256
O -4.216 -1.066 -5.185
H -2.153 -0.241 -3.693
H -1.633 -0.464 -5.358
H -1.765 1.180 -4.691
H -3.706 0.635 -6.192
H -4.517 0.740 -3.233
H -5.545 1.160 -4.597
H -4.117 2.156 -4.233
H -4.185 -1.416 -4.279
C -9.096 -0.765 -4.468
C -7.687 -1.053 -3.973
C -7.677 -2.183 -2.956
O -7.146 0.123 -3.377
H -9.746 -0.455 -3.641
H -9.089 0.059 -5.190
H -9.534 -1.646 -4.946
H -7.046 -1.316 -4.821
H -8.277 -1.924 -2.076
H -6.659 -2.371 -2.599
H -8.073 -3.107 -3.388
H -7.709 0.364 -2.623
C 7.600 6.682 6.482
C 6.630 6.681 5.312
C 7.365 6.729 3.982
O 5.765 7.809 5.414
H 8.207 7.594 6.487
H 7.057 6.660 7.433
H 8.269 5.817 6.441
H 6.003 5.783 5.354
H 7.964 7.643 3.898
H 6.654 6.740 3.149
H 8.027 5.865 3.866
H 6.313 8.611 5.377
*
```

Its molar mass is 745.635 g mol⁻¹. The calculation puts the HOMO-LUMO gap at 6.4 eV. The value obtained for the HOMO energy is -11.0711 eV. As for the largest force on an atom: 8.9 eV/A.